# 1
ORCA calculation (ωB97M-V/def2-TZVPD) on a 2-piece molecular cluster, C5H11NO overall.

## Properties
Electronic energy   -8896.208 eV
Maximum force   0.788 eV/Å
LUMO level (alpha / beta)   0.0297 / 0.0297 Ha
Kohn-Sham gap (alpha / beta)   7.77 / 7.77 eV
HOMO energy (alpha / beta)   -6.96 / -6.96 eV
Spin multiplicity   1
Total charge   0

Structure (XYZ):
```
18
Properties=species:S:1:pos:R:3:forces:R:3
C 1.64575 0.85442 -1.02418 0.04 0.08 -0.05
C 1.01093 -0.10519 -0.09272 0.28 0.16 0.28
C 1.44271 -1.08961 0.90769 0.19 -0.29 0.19
N 0.41908 -0.07149 1.10056 -0.15 -0.13 -0.34
C -0.62383 0.13753 1.84613 0.16 0.18 0.22
C -1.88630 -0.37672 -0.67910 -0.17 -0.39 -0.24
O -2.09142 1.03196 -0.62246 0.16 0.18 -0.24
H 0.92486 1.43772 -1.61116 0.10 -0.09 0.15
H 2.23967 0.27412 -1.73699 -0.06 0.15 0.08
H 2.31753 1.55527 -0.51041 -0.01 0.02 -0.08
H -0.81725 -0.61555 -0.51303 -0.77 -0.18 -0.05
H 2.36253 -0.95844 1.48235 -0.15 0.00 0.22
H 1.05885 -2.11477 0.87099 0.20 0.06 -0.10
H -0.81909 -0.54395 2.66347 0.19 0.16 0.02
H -1.31928 0.91474 1.55446 0.21 -0.02 0.17
H -2.12177 -0.78845 -1.66479 -0.27 0.12 -0.07
H -2.56187 -0.82054 0.05702 0.21 -0.01 -0.18
H -1.35461 1.44737 -1.08555 -0.18 0.00 0.05
```
Positions in Å, forces in eV/Å.

---

# 2
ORCA calculation (ωB97M-V/def2-TZVPD) on a 2-piece molecular cluster, C5H11NO overall.

## Properties
Electronic energy   -8899.633 eV
Maximum force   0.730 eV/Å
LUMO level   0.0319 Ha
Kohn-Sham gap   10.30 eV
HOMO energy   -9.43 eV
Spin multiplicity   1
Total charge   0

Structure (XYZ):
```
18
Properties=species:S:1:pos:R:3:forces:R:3
C -0.91328 -1.82376 -0.53199 0.07 -0.06 0.02
C -0.10056 -0.65278 -1.00368 0.26 0.09 0.09
N 1.02467 -0.25907 -0.57527 -0.26 -0.28 -0.16
C 1.67306 -0.94732 0.52701 0.09 -0.12 0.12
H -0.81946 -2.01770 0.54321 -0.02 0.16 -0.19
H -1.96164 -1.66672 -0.79786 0.11 -0.15 0.11
H -0.55379 -2.71993 -1.04614 -0.13 -0.05 -0.01
H -0.54943 -0.05510 -1.80876 0.21 -0.12 0.12
H 1.09018 -0.87500 1.45773 0.05 0.02 -0.15
H 1.84500 -2.01366 0.33381 -0.08 0.10 -0.06
H 2.64713 -0.48038 0.69783 -0.16 -0.09 0.03
C -1.02377 1.69566 0.57346 -0.35 0.16 0.08
C 0.26912 2.16451 -0.05402 0.00 0.24 -0.46
O 0.33100 2.70517 -1.13491 -0.14 -0.25 0.67
H -1.45419 2.57815 1.05148 0.01 0.06 0.21
H -1.76968 1.38443 -0.16377 0.29 -0.01 -0.04
H -0.90207 0.92197 1.34293 0.14 0.21 -0.25
H 1.16771 2.06154 0.58895 -0.09 0.09 -0.13
```
Positions in Å, forces in eV/Å.

---

# 3
ORCA calculation (ωB97M-V/def2-TZVPD) on one molecule with the formula C5H11NO.

## Properties
Electronic energy   -8898.049 eV
Maximum force   0.399 eV/Å
LUMO level   0.0341 Ha
Kohn-Sham gap   7.12 eV
HOMO energy   -6.19 eV
Spin multiplicity   1
Total charge   0

Structure (XYZ):
```
18
Properties=species:S:1:pos:R:3:forces:R:3
C -1.20299 0.38212 -1.93072 -0.19 0.17 -0.08
C -1.52580 -0.58296 1.05325 -0.15 -0.13 0.06
N -0.22765 -0.29914 0.80182 0.18 -0.10 -0.34
C 0.58456 0.09408 1.96455 0.04 0.06 -0.02
C 0.37275 -0.36208 -0.37938 -0.10 0.23 0.28
O -0.41001 -0.70255 -1.45141 0.20 -0.14 0.17
C 1.76945 0.08958 -0.66872 0.13 -0.04 -0.01
H -1.95659 0.67248 -1.18875 0.10 0.01 -0.12
H -1.69438 0.02862 -2.84018 0.05 0.09 0.15
H -0.57026 1.24681 -2.16775 -0.09 -0.12 -0.01
H -2.08936 -1.09098 0.28456 0.09 0.10 0.08
H -1.81677 -0.64839 2.09049 0.07 0.02 -0.11
H 1.12716 -0.77807 2.33951 -0.08 0.15 -0.06
H 1.28959 0.87688 1.68246 -0.11 -0.12 0.08
H -0.08790 0.47865 2.73077 0.11 -0.10 -0.11
H 2.08341 -0.39169 -1.59882 -0.03 0.04 0.12
H 2.49354 -0.19150 0.10284 -0.15 0.02 -0.11
H 1.86124 1.17814 -0.82451 -0.06 -0.15 0.03
```
Positions in Å, forces in eV/Å.

---

# 4
ORCA calculation (ωB97M-V/def2-TZVPD) on one molecule with the formula C5H11NO at a distorted geometry.

## Properties
Electronic energy   -8899.799 eV
Maximum force   1.345 eV/Å
LUMO level   0.0374 Ha
Kohn-Sham gap   9.52 eV
HOMO energy   -8.50 eV
Spin multiplicity   1
Total charge   0

Structure (XYZ):
```
18
Properties=species:S:1:pos:R:3:forces:R:3
C -1.40168 -2.26733 0.64744 1.34 -0.10 -0.03
C -1.15960 -1.20785 -0.42472 -0.04 -0.97 -0.50
N -0.03972 -0.33886 -0.15385 -0.32 -0.02 0.64
C 1.24971 -1.00904 -0.03439 -0.82 -0.30 -0.42
C -0.00717 0.91057 -0.85593 -0.23 0.84 -0.25
C 0.22891 1.98778 0.20216 -0.52 -0.60 -0.18
O 1.28050 2.45829 0.52111 0.28 0.20 -0.05
H -1.62521 -1.86102 1.63004 -0.43 0.02 -0.03
H -0.46165 -2.82524 0.76853 -0.08 0.15 0.10
H -2.07114 -3.04397 0.29969 -0.63 0.20 0.11
H -2.06542 -0.64619 -0.64874 0.08 0.25 0.25
H -0.94974 -1.79764 -1.33372 -0.02 0.09 -0.27
H 1.32161 -1.83438 -0.76585 0.22 0.38 -0.33
H 1.33263 -1.53120 0.91041 0.26 0.34 0.46
H 2.01495 -0.25542 -0.18471 0.33 -0.26 0.19
H 0.69108 0.97780 -1.68960 0.47 -0.14 0.01
H -0.97988 1.14979 -1.29161 -0.14 -0.26 0.07
H -0.72568 2.21576 0.72886 0.26 0.19 0.22
```
Positions in Å, forces in eV/Å.